The following is a quantum chemistry calculation of a molecular structure, C16H27N5O5PdS3, from the Open Molecules 2025 dataset.

```
! wB97M-V def2-TZVPD RIJCOSX def2/J DEFGRID3
* xyz 0 1
Pd 0.5897 0.4300 0.1355
O -3.0136 0.4445 -1.5478
S -1.6596 0.1366 -1.1770
O -1.4878 -1.0291 -0.2632
O -1.1375 1.3509 -0.3033
O -0.7177 0.0128 -2.3031
C -0.9215 2.3177 2.8291
S -1.2582 0.5576 2.7578
O 0.0801 -0.1009 2.5202
C -1.5980 0.3415 4.5003
C -2.8608 0.6534 4.9868
C -3.1281 0.4798 6.3369
C -2.1421 -0.0181 7.1816
C -0.8897 -0.3441 6.6772
C -0.6124 -0.1663 5.3279
H -0.0958 2.4969 3.5161
H -1.8261 2.8314 3.1579
H -0.6689 2.6148 1.8132
H -3.6317 1.0188 4.3161
H -4.1084 0.7214 6.7275
H -2.3557 -0.1608 8.2332
H -0.1272 -0.7423 7.3346
H 0.3496 -0.4231 4.9016
C 1.9868 -4.7077 -0.7065
C 0.7085 -3.9056 -0.6427
N 1.0259 -2.4993 -0.4651
C 2.0924 -2.0315 0.2249
N 2.1909 -0.7454 0.4754
C 3.2621 -0.2262 1.3075
C 4.5126 -1.0726 1.2016
C 4.1441 -2.5156 1.4635
N 3.0679 -2.9278 0.5742
C 2.8277 -4.3637 0.5021
H 2.5377 -4.4622 -1.6174
H 1.7674 -5.7754 -0.7160
H 0.0793 -4.2677 0.1772
H 0.1322 -4.0032 -1.5608
H 0.2336 -1.8713 -0.5867
H 2.9207 -0.1750 2.3481
H 3.4692 0.7939 0.9874
H 5.2634 -0.7376 1.9176
H 4.9364 -0.9827 0.1980
H 3.8504 -2.6492 2.5123
H 4.9920 -3.1759 1.2765
H 2.3398 -4.7220 1.4176
H 3.8017 -4.8513 0.4429
C -0.8512 2.7447 -3.6633
N -0.0982 2.8003 -2.4177
C 1.0754 2.2275 -2.2578
N 1.7132 1.7219 -3.3183
S 1.8484 2.1921 -0.6949
H -1.7220 3.3864 -3.5678
H -1.1767 1.7218 -3.8644
H -0.2390 3.1227 -4.4821
H -0.6291 2.8592 -1.5586
H 1.1612 1.4029 -4.0989
H 2.5393 1.1889 -3.1069
*
```

Summary:
DFT total energy: -70705.0245 eV
highest occupied orbital energy: -8.23 eV
ΔE to the lowest compared entry with this formula, charge and spin: 0.625 eV

The net atomic charges from natural (NBO), expressed in e, are: number 1, Pd, carries 0.89; number 2, O, carries -0.98; number 3, S, carries 2.54; number 4, O, carries -1.04; number 5, O, carries -1.01; number 6, O, carries -1.07; number 7, C, carries -0.82; number 8, S, carries 1.29; number 9, O, carries -1.01; number 10, C, carries -0.17; number 11, C, carries -0.25; number 12, C, carries -0.19; number 13, C, carries -0.21; number 14, C, carries -0.20; number 15, C, carries -0.24; number 16, H, carries 0.23; number 17, H, carries 0.23; number 18, H, carries 0.26; number 19, H, carries 0.22; number 20, H, carries 0.22; number 21, H, carries 0.22; number 22, H, carries 0.22; number 23, H, carries 0.24; number 24, C, carries -0.42; number 25, C, carries -0.20; number 26, N, carries -0.61; number 27, C, carries 0.65; number 28, N, carries -0.58; number 29, C, carries -0.22; number 30, C, carries -0.42; number 31, C, carries -0.20; number 32, N, carries -0.44; number 33, C, carries -0.20; number 34, H, carries 0.21; number 35, H, carries 0.22; number 36, H, carries 0.19; number 37, H, carries 0.22; number 38, H, carries 0.45; number 39, H, carries 0.20; number 40, H, carries 0.22; number 41, H, carries 0.22; number 42, H, carries 0.21; number 43, H, carries 0.18; number 44, H, carries 0.20; number 45, H, carries 0.18; number 46, H, carries 0.20; number 47, C, carries -0.45; number 48, N, carries -0.55; number 49, C, carries 0.41; number 50, N, carries -0.78; number 51, S, carries -0.23; number 52, H, carries 0.23; number 53, H, carries 0.25; number 54, H, carries 0.20; number 55, H, carries 0.46; number 56, H, carries 0.41; number 57, H, carries 0.42